C45H75BFN3O30P | ωB97M-V with the def2-TZVPD basis set

The gap between HOMO and LUMO is 7.5 eV. For the highest occupied orbital energy, the calculation gives -11.186 eV. The charge is +1. The spin multiplicity is 1. The value obtained for the total energy is -4646.678358 hartree.

```
156
Properties=species:S:1:pos:R:3:lowdin_charge:R:1
C -4.35 3.84 -1.91 -0.088
C -4.69 2.34 -1.25 -0.222
N -5.71 1.56 -2.04 -0.045
C -5.19 0.99 -3.33 -0.227
C -3.75 0.17 -3.34 -0.063
B -3.47 -0.99 -2.21 -0.330
O -4.09 -2.35 -2.35 -0.010
C -2.49 -0.81 -0.87 -0.162
C -1.32 0.32 -1.05 -0.129
C -3.79 -0.26 -4.94 -0.178
C -3.21 -1.72 -5.40 -0.152
C -1.59 -1.93 -5.14 -0.175
C -1.45 -3.40 -4.38 -0.233
P 0.31 -4.13 -4.39 0.805
O 0.85 -4.51 -5.86 -0.380
O 1.50 -3.12 -3.59 -0.306
C 2.17 -2.23 -4.55 -0.280
C 2.45 -0.80 -3.74 -0.088
O 0.34 -5.67 -3.50 -0.262
C -0.77 -5.73 -2.53 -0.316
C -0.67 -6.94 -1.44 -0.089
C -5.23 0.26 -5.60 -0.166
C -5.88 -0.57 -6.85 -0.056
C -5.24 -0.28 -8.32 -0.245
O -5.16 -1.35 -9.16 -0.009
N -4.77 1.03 -8.89 -0.208
C -5.66 2.20 -8.53 -0.116
C -3.30 1.30 -8.66 -0.085
N -6.10 0.32 -4.33 -0.038
C -6.77 -0.99 -4.02 -0.012
C -7.47 -1.11 -2.54 -0.115
O -8.30 -0.12 -2.13 0.017
F -7.27 -2.28 -1.66 0.013
H -3.57 3.64 -2.79 0.091
H -5.34 4.31 -2.32 0.084
H -3.89 4.48 -1.03 0.064
H -5.19 2.58 -0.20 0.145
H -3.70 1.77 -1.01 0.100
H -6.56 2.14 -2.25 0.129
H -4.88 1.98 -3.92 0.168
H -2.86 0.93 -3.30 0.139
H -4.42 -2.61 -1.44 0.123
H -3.18 -0.67 0.07 0.126
H -1.92 -1.86 -0.73 0.120
H -1.63 1.30 -0.47 0.073
H -1.00 0.53 -2.16 0.075
H -0.34 -0.07 -0.49 0.097
H -2.99 0.47 -5.42 0.137
H -3.35 -1.78 -6.59 0.130
H -3.79 -2.64 -4.95 0.112
H -1.08 -1.05 -4.56 0.122
H -1.05 -2.02 -6.18 0.124
H -1.75 -3.22 -3.26 0.082
H -2.16 -4.20 -4.90 0.133
H 1.52 -1.98 -5.50 0.107
H 3.23 -2.61 -4.91 0.128
H 1.95 0.08 -4.34 0.074
H 1.94 -0.89 -2.67 0.084
H 3.60 -0.65 -3.54 0.080
H -1.80 -5.85 -3.09 0.122
H -0.83 -4.72 -1.92 0.114
H -0.79 -7.98 -1.97 0.094
H -1.63 -6.82 -0.73 0.101
H 0.26 -6.88 -0.71 0.072
H -4.88 1.33 -6.00 0.158
H -5.77 -1.73 -6.59 0.142
H -7.05 -0.34 -6.86 0.141
H -6.73 1.92 -8.15 0.100
H -5.80 2.84 -9.52 0.120
H -5.12 2.91 -7.76 0.092
H -3.06 2.36 -9.08 0.116
H -2.94 1.10 -7.56 0.078
H -2.71 0.53 -9.34 0.125
H -6.87 1.01 -4.46 0.201
H -5.98 -1.88 -4.09 0.162
H -7.62 -1.29 -4.80 0.180
C -2.21 6.63 2.19 -0.134
C -2.21 7.18 0.81 -0.133
O -1.85 6.07 0.01 0.065
C -2.19 4.95 0.72 -0.519
O -2.18 3.82 0.26 0.102
O -2.54 5.26 2.00 0.069
H -2.94 7.11 2.84 0.141
H -1.22 6.68 2.67 0.138
H -3.20 7.54 0.50 0.138
H -1.49 8.00 0.69 0.143
C 5.07 -4.02 -2.74 -0.134
C 4.69 -4.58 -1.40 -0.128
O 5.18 -3.60 -0.50 0.077
C 5.27 -2.43 -1.18 -0.486
O 5.49 -1.34 -0.67 0.119
O 5.07 -2.62 -2.52 0.045
H 4.36 -4.29 -3.52 0.129
H 6.08 -4.33 -3.05 0.140
H 3.61 -4.66 -1.28 0.138
H 5.15 -5.55 -1.21 0.141
C 6.04 1.46 1.55 -0.131
C 6.71 1.20 0.24 -0.142
O 6.82 2.49 -0.33 0.064
C 6.79 3.38 0.70 -0.515
O 7.04 4.57 0.58 0.126
O 6.46 2.77 1.87 0.046
H 6.34 0.76 2.32 0.133
H 4.95 1.45 1.47 0.138
H 7.71 0.78 0.36 0.142
H 6.12 0.54 -0.40 0.097
C 7.78 2.31 6.40 -0.128
C 7.60 2.05 4.95 -0.151
O 7.23 0.68 4.91 0.057
C 6.71 0.38 6.13 -0.515
O 6.14 -0.67 6.40 0.119
O 6.90 1.40 7.02 0.047
H 7.53 3.34 6.68 0.133
H 8.80 2.10 6.74 0.136
H 6.78 2.64 4.51 0.082
H 8.51 2.22 4.37 0.144
C 2.59 3.29 5.28 -0.141
C 2.56 4.79 5.26 -0.127
O 3.91 5.14 5.48 0.082
C 4.67 4.08 5.07 -0.467
O 5.89 4.10 4.96 0.115
O 3.89 2.99 4.81 0.076
H 1.83 2.85 4.62 0.142
H 2.47 2.88 6.29 0.088
H 2.24 5.19 4.29 0.134
H 1.92 5.20 6.05 0.130
C 0.04 -9.60 2.61 -0.137
C 0.71 -9.87 1.30 -0.133
O 0.82 -8.58 0.73 0.025
C 0.79 -7.68 1.76 -0.520
O 1.04 -6.49 1.64 0.127
O 0.46 -8.29 2.93 0.070
H 0.34 -10.31 3.39 0.140
H -1.05 -9.61 2.53 0.137
H 1.71 -10.29 1.42 0.139
H 0.12 -10.53 0.66 0.140
C -0.47 4.53 8.67 -0.125
C -1.55 3.51 8.86 -0.131
O -1.29 2.57 7.84 0.073
C 0.03 2.68 7.52 -0.497
O 0.63 1.91 6.79 0.111
O 0.59 3.78 8.11 0.044
H -0.16 4.99 9.61 0.146
H -0.76 5.32 7.97 0.135
H -1.49 3.01 9.83 0.142
H -2.55 3.94 8.75 0.138
C 2.93 1.22 8.67 -0.135
C 4.24 0.91 9.30 -0.120
O 4.50 2.05 10.10 0.074
C 3.29 2.63 10.36 -0.510
O 3.12 3.54 11.16 0.126
O 2.30 2.06 9.62 0.046
H 2.33 0.33 8.49 0.145
H 3.03 1.77 7.73 0.110
H 4.20 0.03 9.95 0.141
H 5.04 0.77 8.56 0.117
```

***

C33H22Cl2N6O5Ti | ωB97M-V with the def2-TZVPD basis set

The gap between HOMO and LUMO (alpha / beta) is 4.0 / 6.4 eV. The value obtained for the energy above the lowest of the compared OMol25 structures with the same formula, charge and spin is 0.0 kJ/mol. For the highest occupied orbital energy (alpha / beta), the calculation gives 0.378 / -2.014 eV. The charge is -2. The expectation value of S² is 2.022. The spin multiplicity is 3. The value obtained for the total energy is -3745.596023 hartree.

```
69
Properties=species:S:1:pos:R:3:lowdin_charge:R:1
Ti -0.59 0.07 -0.03 1.077
Cl -4.91 -1.27 5.36 0.582
C -4.31 -0.98 3.74 -0.696
C -2.99 -0.57 3.59 -0.052
C -2.46 -0.33 2.33 -0.190
N -1.11 -0.01 2.10 0.031
C -0.37 0.56 3.06 -0.485
O -0.72 1.03 4.15 0.012
C 1.12 0.59 2.76 -0.209
C 1.79 1.82 2.79 -0.015
C 3.14 1.84 2.52 -0.081
C 3.79 0.63 2.28 -0.093
C 3.05 -0.53 2.30 -0.164
N 1.73 -0.56 2.52 0.137
C -3.28 -0.52 1.18 -0.193
C -4.60 -0.92 1.36 -0.047
C -5.11 -1.15 2.63 -0.694
Cl -6.78 -1.66 2.79 0.584
N -2.66 -0.27 -0.04 0.006
C -3.28 -0.39 -1.25 -0.464
O -4.46 -0.72 -1.44 -0.024
C -2.38 -0.11 -2.38 -0.211
C -2.83 -0.28 -3.68 -0.062
C -2.00 -0.05 -4.77 -0.134
C -0.66 0.35 -4.48 -0.130
C -0.26 0.48 -3.18 -0.169
N -1.06 0.25 -2.10 -0.035
H -2.38 -0.42 4.47 0.094
H 1.22 2.72 2.98 0.124
H 3.68 2.78 2.49 0.102
H 4.85 0.60 2.06 0.090
H 3.52 -1.49 2.11 0.098
H -5.23 -1.06 0.49 0.086
H -3.86 -0.59 -3.80 0.101
H -2.35 -0.18 -5.78 0.066
H 0.05 0.55 -5.27 0.073
H 0.76 0.77 -2.95 0.090
C -1.76 4.12 -0.07 -0.066
O -0.56 4.70 0.45 -0.088
C 0.62 4.19 -0.02 -0.228
C 1.64 5.08 -0.29 -0.028
C 2.90 4.63 -0.71 -0.123
C 3.09 3.28 -0.88 -0.080
C 2.08 2.36 -0.61 -0.149
C 2.38 0.95 -0.78 -0.102
N 1.56 -0.01 -0.58 -0.060
N 2.05 -1.28 -0.83 0.083
C 1.10 -2.16 -0.63 -0.458
O -0.10 -1.91 -0.25 -0.115
C 1.46 -3.60 -0.85 -0.129
C 2.74 -3.98 -1.24 -0.040
C 3.04 -5.32 -1.43 -0.108
C 2.06 -6.29 -1.22 -0.121
C 0.78 -5.91 -0.83 -0.094
C 0.48 -4.57 -0.65 -0.015
C 0.81 2.79 -0.15 -0.280
O -0.15 1.99 0.18 -0.171
H -2.50 4.92 -0.11 0.082
H -2.10 3.31 0.57 0.087
H -1.59 3.72 -1.08 0.100
H 1.44 6.14 -0.15 0.107
H 3.69 5.34 -0.92 0.082
H 4.05 2.90 -1.21 0.099
H 3.39 0.69 -1.13 0.123
H 3.48 -3.21 -1.39 0.099
H 4.03 -5.61 -1.73 0.089
H 2.30 -7.34 -1.37 0.087
H 0.02 -6.66 -0.67 0.094
H -0.50 -4.24 -0.34 0.118
```

***

> What is the charge in the second record?

-2